ORCA calculation (ωB97M-V/def2-TZVPD) on an isolated ion of composition C3H4NO and charge +1 in a non-equilibrium geometry.

Computed properties:
HOMO energy   -15.06 eV
Charge   +1
SMILES   C=[NH+]C=C=O

The geometry in XYZ format:
```
9
Properties=species:S:1:pos:R:3:nbo_charge:R:1
C -0.5250 -0.9647 0.0323 -0.02
H -1.5213 0.8558 0.2320 0.49
C 1.4455 0.3763 -0.2246 0.73
C 0.4497 1.2410 -0.1455 -0.30
H -1.4532 -1.5244 0.0016 0.24
H 0.2994 2.2309 0.1134 0.28
N -0.5843 0.3207 0.1296 -0.40
O 1.5658 -0.7476 -0.3151 -0.34
H 0.3234 -1.7881 0.1763 0.32
```

ORCA calculation (ωB97M-V/def2-TZVPD) on an isolated ion of composition C3H4NO and charge +1 in a non-equilibrium geometry.

Computed properties:
2S+1   3
HOMO energy (alpha / beta)   -13.88 / -15.09 eV
Charge   +1

The geometry in XYZ format:
```
9
Properties=species:S:1:pos:R:3:mulliken_spin:R:1
O 1.3502 -0.1488 0.1645 0.03
H 2.7469 0.7307 -0.9287 0.10
H -1.7066 -0.9411 -0.6567 0.02
C 0.2095 -0.7280 0.3653 0.52
H -2.3699 1.4246 -0.0478 -0.01
N -1.5336 0.9656 0.2473 0.06
C -1.1604 -0.1732 -0.0795 0.03
C 2.3153 0.5779 -0.0176 1.24
H 0.1487 -1.7078 0.9533 0.00
```

ORCA calculation (ωB97M-V/def2-TZVPD) on an isolated ion of composition C3H4NO2 and charge +1 in a non-equilibrium geometry.

Computed properties:
HOMO energy   -17.44 eV
Charge   +1
SMILES   O=C1O[N+]12CC2

The geometry in XYZ format:
```
10
Properties=species:S:1:pos:R:3:nbo_charge:R:1
C 2.8218 -0.0489 -0.0013 0.98
H -0.2969 0.5263 1.6222 0.29
H -0.3186 -1.1683 0.8012 0.26
H 0.1952 1.1481 -1.1314 0.26
C -0.0144 -0.0822 0.7790 -0.18
H -0.2632 -0.3652 -1.5131 0.28
O 3.6383 0.7499 0.1133 -0.34
N 1.2573 -0.1009 0.0616 -0.09
O 2.3168 -1.1946 -0.1597 -0.23
C 0.1354 0.1817 -0.6973 -0.23
```